No. 1
{
  "formula": "C35H72N2O37",
  "method": "wB97M-V/def2-TZVPD",
  "elements": ["C", "O", "C", "O", "O", "C", "H", "H", "H", "H", "H", "H", "C", "O", "C", "O", "O", "C", "H", "H", "H", "H", "H", "H", "C", "O", "C", "O", "O", "C", "H", "H", "H", "H", "H", "H", "C", "O", "C", "O", "O", "C", "H", "H", "H", "H", "H", "H", "C", "O", "C", "O", "O", "C", "H", "H", "H", "H", "H", "H", "C", "O", "C", "O", "O", "C", "H", "H", "H", "H", "H", "H", "C", "O", "C", "O", "O", "C", "H", "H", "H", "H", "H", "H", "C", "O", "C", "O", "O", "C", "H", "H", "H", "H", "H", "H", "C", "O", "C", "O", "O", "C", "H", "H", "H", "H", "H", "H", "C", "O", "C", "O", "O", "C", "H", "H", "H", "H", "H", "H", "C", "O", "C", "O", "O", "C", "H", "H", "H", "H", "H", "H", "C", "N", "O", "O", "H", "H", "H", "C", "N", "O", "O", "H", "H", "H"],
  "coordinates": [[-9.559, -18.111, 5.417], [-10.420, -19.003, 4.672], [-9.866, -19.731, 3.748], [-8.724, -19.720, 3.378], [-10.773, -20.595, 3.270], [-10.362, -21.231, 2.067], [-9.130, -17.389, 4.726], [-8.789, -18.728, 5.858], [-10.211, -17.666, 6.154], [-11.046, -22.048, 1.856], [-9.348, -21.611, 2.170], [-10.405, -20.541, 1.222], [-4.961, -14.032, 12.360], [-4.074, -14.402, 13.393], [-3.063, -13.646, 13.833], [-2.853, -12.516, 13.449], [-2.412, -14.280, 14.792], [-1.380, -13.631, 15.511], [-5.400, -13.049, 12.510], [-5.751, -14.779, 12.486], [-4.628, -14.227, 11.341], [-0.814, -14.375, 16.061], [-1.794, -12.980, 16.284], [-0.773, -13.040, 14.828], [-7.896, -23.236, -1.543], [-7.877, -22.192, -0.594], [-6.864, -22.088, 0.238], [-6.084, -22.957, 0.506], [-6.869, -20.889, 0.797], [-5.692, -20.547, 1.526], [-8.919, -23.400, -1.868], [-7.507, -24.168, -1.133], [-7.299, -22.968, -2.416], [-5.910, -19.838, 2.319], [-5.031, -20.066, 0.804], [-5.220, -21.410, 1.986], [-11.752, -18.968, 8.772], [-10.852, -17.919, 8.416], [-10.473, -17.064, 9.370], [-10.944, -17.013, 10.473], [-9.483, -16.331, 8.857], [-8.775, -15.501, 9.772], [-11.517, -19.760, 8.070], [-12.778, -18.611, 8.771], [-11.543, -19.337, 9.778], [-8.282, -16.020, 10.598], [-9.483, -14.832, 10.271], [-8.064, -14.960, 9.156], [-7.958, -13.325, 2.001], [-8.922, -14.172, 1.395], [-8.826, -15.462, 1.650], [-8.082, -15.944, 2.456], [-9.632, -16.065, 0.792], [-9.817, -17.490, 0.767], [-7.765, -13.513, 3.047], [-8.304, -12.296, 1.966], [-7.052, -13.331, 1.391], [-10.046, -17.881, 1.757], [-8.932, -17.976, 0.360], [-10.688, -17.644, 0.138], [-7.485, -19.078, 9.803], [-7.925, -18.875, 11.144], [-7.133, -18.190, 11.945], [-6.073, -17.694, 11.659], [-7.765, -18.030, 13.092], [-7.100, -17.328, 14.152], [-7.436, -18.134, 9.256], [-8.220, -19.684, 9.280], [-6.514, -19.572, 9.800], [-6.026, -17.504, 14.120], [-7.423, -17.822, 15.069], [-7.401, -16.285, 14.164], [-8.359, -14.228, 5.699], [-8.868, -13.035, 6.335], [-9.187, -12.022, 5.559], [-9.120, -12.037, 4.358], [-9.638, -11.038, 6.320], [-10.077, -9.884, 5.620], [-7.353, -13.997, 5.343], [-9.046, -14.465, 4.887], [-8.314, -14.984, 6.474], [-9.287, -9.294, 5.162], [-10.524, -9.236, 6.376], [-10.885, -10.131, 4.935], [-5.856, -17.365, 4.654], [-5.116, -16.749, 5.709], [-5.674, -16.546, 6.885], [-6.786, -16.851, 7.235], [-4.755, -16.040, 7.690], [-5.032, -15.985, 9.069], [-6.394, -18.241, 5.014], [-5.164, -17.787, 3.922], [-6.463, -16.664, 4.077], [-4.153, -15.572, 9.556], [-5.177, -16.967, 9.525], [-5.918, -15.395, 9.287], [-2.484, -20.519, 15.122], [-2.677, -19.373, 14.299], [-3.379, -18.354, 14.808], [-3.781, -18.299, 15.923], [-3.623, -17.431, 13.909], [-3.017, -17.359, 12.619], [-1.457, -20.858, 15.044], [-3.144, -21.282, 14.702], [-2.803, -20.383, 16.150], [-2.915, -16.286, 12.478], [-3.653, -17.738, 11.824], [-2.028, -17.807, 12.683], [-4.398, -18.480, -3.804], [-4.597, -18.553, -2.403], [-4.751, -17.418, -1.749], [-4.722, -16.332, -2.244], [-5.020, -17.687, -0.492], [-5.116, -16.680, 0.498], [-4.344, -19.497, -4.169], [-3.442, -17.984, -3.995], [-5.135, -17.850, -4.300], [-5.338, -17.175, 1.434], [-5.888, -15.956, 0.229], [-4.203, -16.088, 0.593], [-0.581, -8.992, 6.984], [-1.329, -10.173, 7.119], [-1.126, -10.999, 8.136], [-0.212, -10.908, 8.909], [-2.057, -11.949, 8.119], [-2.058, -12.872, 9.187], [0.486, -9.219, 7.005], [-0.802, -8.215, 7.714], [-0.814, -8.586, 6.002], [-3.005, -12.909, 9.717], [-1.222, -12.794, 9.879], [-1.852, -13.877, 8.803], [-7.407, -11.700, 9.323], [-6.373, -11.794, 8.254], [-5.886, -10.778, 7.793], [-6.012, -12.929, 7.946], [-7.478, -10.672, 9.653], [-7.046, -12.398, 10.072], [-8.347, -12.045, 8.898], [-1.978, -18.429, 9.126], [-1.183, -17.352, 8.461], [-1.294, -16.271, 8.974], [-0.414, -17.648, 7.593], [-3.006, -18.102, 8.998], [-1.706, -18.428, 10.175], [-1.730, -19.376, 8.664]],
  "charge": 0,
  "de_lowest_kj_mol": 0.0
}

---

No. 2
{
  "formula": "C35H78BFO7S6Si",
  "method": "wB97M-V/def2-TZVPD",
  "elements": ["C", "C", "O", "C", "C", "C", "C", "C", "B", "F", "C", "C", "C", "C", "C", "C", "C", "C", "Si", "C", "C", "C", "C", "C", "C", "C", "C", "H", "H", "H", "H", "H", "H", "H", "H", "H", "H", "H", "H", "H", "H", "H", "H", "H", "H", "H", "H", "H", "H", "H", "H", "H", "H", "H", "H", "H", "H", "H", "H", "H", "H", "H", "H", "H", "H", "H", "H", "H", "H", "C", "S", "O", "C", "H", "H", "H", "H", "H", "H", "C", "S", "O", "C", "H", "H", "H", "H", "H", "H", "C", "S", "O", "C", "H", "H", "H", "H", "H", "H", "C", "S", "O", "C", "H", "H", "H", "H", "H", "H", "C", "S", "O", "C", "H", "H", "H", "H", "H", "H", "C", "S", "O", "C", "H", "H", "H", "H", "H", "H"],
  "coordinates": [[-1.771, 5.014, 3.589], [-2.694, 3.794, 3.709], [-2.477, 2.836, 2.685], [-3.209, 3.093, 1.502], [-2.938, 1.963, 0.525], [-1.593, 2.112, -0.171], [-1.108, 0.900, -0.994], [-2.178, -0.137, -1.389], [-1.497, -1.485, -1.809], [-1.740, -1.974, -3.047], [-0.568, -2.324, -0.866], [-1.309, -2.676, 0.448], [-1.174, -4.127, 0.951], [-0.110, -4.281, 2.024], [1.336, -4.033, 1.573], [2.178, -3.422, 2.698], [1.900, -1.908, 2.850], [1.181, -1.529, 4.154], [0.008, -0.049, 4.065], [-1.723, -0.613, 4.524], [-0.077, 0.741, 2.366], [0.539, 1.304, 5.264], [-0.289, 1.789, 6.286], [0.134, 2.818, 7.129], [1.398, 3.380, 6.960], [2.245, 2.902, 5.959], [1.816, 1.875, 5.119], [-1.333, 5.056, 2.592], [-2.354, 5.916, 3.757], [-0.982, 4.974, 4.338], [-2.492, 3.270, 4.643], [-3.739, 4.115, 3.707], [-4.280, 3.141, 1.741], [-2.929, 4.062, 1.068], [-3.765, 1.913, -0.187], [-2.973, 1.044, 1.116], [-1.592, 3.021, -0.775], [-0.861, 2.284, 0.624], [-0.278, 0.419, -0.474], [-0.693, 1.277, -1.932], [-2.831, -0.379, -0.546], [-2.755, 0.238, -2.236], [-0.239, -3.234, -1.373], [0.330, -1.743, -0.634], [-0.956, -2.030, 1.258], [-2.375, -2.454, 0.363], [-1.014, -4.808, 0.112], [-2.141, -4.361, 1.397], [-0.363, -3.638, 2.871], [-0.152, -5.308, 2.403], [1.366, -3.362, 0.712], [1.782, -4.978, 1.251], [1.925, -3.945, 3.624], [3.238, -3.562, 2.477], [2.852, -1.375, 2.817], [1.347, -1.616, 1.956], [0.587, -2.388, 4.480], [1.941, -1.384, 4.927], [-1.806, -0.981, 5.547], [-2.069, -1.385, 3.833], [-2.406, 0.233, 4.406], [-1.040, 1.254, 2.280], [0.071, 0.062, 1.530], [0.679, 1.529, 2.307], [-1.276, 1.361, 6.417], [-0.538, 3.180, 7.898], [1.721, 4.188, 7.603], [3.224, 3.346, 5.830], [2.481, 1.510, 4.343], [-0.242, -0.350, -5.280], [0.114, 1.403, -5.226], [-0.993, 2.043, -4.454], [-0.210, 1.724, -6.958], [-0.142, -0.736, -4.272], [-1.260, -0.504, -5.635], [0.483, -0.832, -5.937], [-1.238, 1.439, -7.185], [0.503, 1.158, -7.555], [-0.076, 2.792, -7.124], [2.812, -0.744, -10.125], [3.273, -0.998, -8.413], [2.300, -0.217, -7.592], [4.781, -0.031, -8.472], [1.859, -1.245, -10.283], [2.706, 0.325, -10.311], [3.574, -1.189, -10.761], [4.548, 0.984, -8.794], [5.474, -0.514, -9.162], [5.202, -0.016, -7.469], [-6.194, -5.377, 1.611], [-5.214, -4.115, 0.789], [-4.479, -3.382, 1.852], [-6.600, -3.080, 0.306], [-5.504, -6.107, 2.028], [-6.778, -4.919, 2.409], [-6.846, -5.860, 0.883], [-7.156, -2.782, 1.194], [-7.239, -3.630, -0.385], [-6.194, -2.201, -0.191], [5.863, -5.325, -11.369], [6.234, -3.570, -11.367], [5.098, -2.901, -10.672], [5.983, -3.312, -13.126], [5.918, -5.672, -10.340], [4.858, -5.482, -11.761], [6.601, -5.849, -11.975], [4.970, -3.611, -13.395], [6.719, -3.890, -13.684], [6.123, -2.251, -13.325], [-4.052, 9.301, 4.743], [-5.210, 8.109, 4.062], [-4.481, 6.818, 3.962], [-5.250, 8.804, 2.407], [-3.853, 9.011, 5.773], [-3.128, 9.278, 4.166], [-4.499, 10.295, 4.720], [-4.241, 8.816, 1.995], [-5.665, 9.811, 2.446], [-5.890, 8.167, 1.800], [6.743, -2.797, 5.779], [5.063, -2.308, 5.368], [5.156, -1.334, 4.250], [4.769, -1.361, 6.867], [7.133, -3.367, 4.939], [7.351, -1.906, 5.938], [6.730, -3.420, 6.673], [5.518, -0.573, 6.949], [4.812, -2.027, 7.729], [3.776, -0.922, 6.790]],
  "charge": 0
}

---

Number 1: DFT total energy -116193.7956 eV, largest force on an atom 2.1 eV Å⁻¹, gap between HOMO and LUMO 10.585 eV. Number 2: DFT total energy -128173.4589 eV, largest force on an atom 0.6 eV Å⁻¹, gap between HOMO and LUMO 8.413 eV.